Entry 1:
Molecular formula: C7H14N2O3
Method: DFT, wB97M-V/def2-TZVPD

The HOMO-LUMO gap comes out at 10.4 eV. Its structure (SMILES) is CC(C)[C@H](NC(=O)CN)C(=O)O. The LUMO energy is 0.807 eV. As for the total charge: 0. The relative energy (zero: lowest compared OMol25 entry of this formula, charge and spin) comes out at 32.4 kJ/mol.

Last column: natural (NBO) charge in e.
Atoms and positions in Å:
C: 0.075031 1.055525 -3.019361  -0.6052
C: 0.305713 1.306446 -1.549307  -0.1986
C: 1.832967 1.494389 -1.328261  -0.6090
C: -0.297172 0.153349 -0.715613  -0.1707
N: -0.421155 0.578195 0.661511  -0.6412
C: -1.311440 -0.092275 1.456339  0.6851
O: -2.163998 -0.833604 1.032240  -0.6163
C: -1.074963 0.206781 2.977328  -0.3156
N: 0.422382 0.370838 3.215662  -0.8438
C: 0.494964 -1.139586 -0.773622  0.7892
O: 1.258846 -1.597447 0.062158  -0.6109
O: 0.296925 -1.758261 -1.926423  -0.6683
H: 0.341804 1.963382 -3.588256  0.2111
H: -0.977966 0.762076 -3.179131  0.2106
H: 0.763591 0.273182 -3.328115  0.2102
H: -0.229886 2.220963 -1.251845  0.2169
H: 2.046039 1.627913 -0.322368  0.2073
H: 2.205995 2.414035 -1.864566  0.2152
H: 2.367432 0.606896 -1.707085  0.2047
H: -1.299290 -0.073237 -1.087979  0.2535
H: 0.409442 0.782625 1.221466  0.4330
H: -1.538660 1.198298 3.198446  0.2122
H: -1.520642 -0.563589 3.525990  0.2046
H: 0.525596 0.891038 4.045821  0.3608
H: 0.832239 -0.571966 3.432438  0.3698
H: 0.780926 -2.568131 -1.863856  0.4955

Forces on atoms 1 to 3 (eV/Å):
-0.1792 0.4100 -0.2824
0.7365 0.0121 -0.1263
-0.7790 0.3646 -2.0891



Entry 2:
Molecular formula: C7H14N3
Method: DFT, wB97M-V/def2-TZVPD

The HOMO-LUMO gap (spin up / spin down) comes out at 7.3 / 7.3 eV. The LUMO energy (spin up / spin down) is -5.241 / -5.237 eV. As for the total charge: +1. The relative energy (zero: lowest compared OMol25 entry of this formula, charge and spin) comes out at 822.2 kJ/mol.

Last column: natural (NBO) charge in e.
Atoms and positions in Å:
C: -2.169424 1.368766 0.380606  -0.0703
C: -1.762926 1.649612 1.596192  -0.3855
C: 1.695460 -0.286092 1.530601  -0.2401
C: 2.034448 -1.436434 0.782041  -0.3536
C: 1.011244 -0.537616 0.034393  -0.3735
C: -0.253984 -1.030841 0.217112  0.2994
C: -2.106098 -2.012568 -0.938490  -0.4129
N: -2.179472 0.111954 -0.260253  -0.1596
N: -1.453334 -0.866999 -0.301620  -0.0677
N: 1.787970 1.785169 -2.098615  -1.0958
H: -2.506024 2.039556 -0.339728  0.2296
H: -1.140226 0.901537 2.171245  0.2056
H: -1.976910 2.625085 1.965393  0.2376
H: 1.048796 -0.502485 2.364818  0.2439
H: 2.349366 0.577735 1.616233  0.2577
H: 3.035154 -1.345463 0.354347  0.2593
H: 1.620654 -2.386822 1.216691  0.2642
H: 1.529970 -0.008447 -0.756750  0.2918
H: -2.641468 -1.597291 -1.824724  0.2727
H: -1.223282 -2.765694 -0.961515  0.2314
H: -2.904602 -2.377108 -0.262435  0.2575
H: 1.686464 2.441540 -2.839916  0.3792
H: 2.684078 1.433943 -2.427726  0.3671
H: 1.834142 2.218965 -1.217899  0.3618

Forces on atoms 1 to 3 (eV/Å):
1.7812 -1.8354 -0.6581
1.4016 -1.2796 0.7972
-0.4324 -0.1395 0.6470



Entry 3:
Molecular formula: C7H14N3
Method: DFT, wB97M-V/def2-TZVPD

The HOMO-LUMO gap comes out at 11.2 eV. Its structure (SMILES) is C[n+]1c[nH]nc1C(C)(C)C. The LUMO energy is -3.315 eV. As for the total charge: +1. The relative energy (zero: lowest compared OMol25 entry of this formula, charge and spin) comes out at 237.9 kJ/mol.

Last column: natural (NBO) charge in e.
Atoms and positions in Å:
C: 1.317166 -2.095524 -0.243302  -0.4177
N: 1.653781 -0.699414 -0.028324  -0.3091
C: 2.867732 -0.236640 0.056086  0.2614
N: 2.916395 1.074546 0.039206  -0.2858
N: 1.671133 1.545223 0.048373  -0.2294
C: 0.834293 0.444238 0.032414  0.4232
C: -0.622444 0.588474 0.057792  -0.1361
C: -1.218784 -0.047759 1.240691  -0.6001
C: -1.233627 -0.027856 -1.203973  -0.6028
C: -0.929703 2.200616 0.189061  -0.5853
H: 1.271938 -2.216215 -1.336709  0.2395
H: 2.116257 -2.780357 0.068613  0.2515
H: 0.340930 -2.290905 0.199369  0.2435
H: 3.814785 -0.730593 -0.143472  0.2454
H: 3.734159 1.617270 -0.217846  0.4562
H: -0.938962 -1.130882 1.248521  0.1887
H: -1.142963 0.432890 2.216702  0.2461
H: -2.304466 0.045333 0.979392  0.2372
H: -1.356557 -1.004621 -0.976591  0.2046
H: -2.278245 0.424723 -1.399982  0.2463
H: -0.673247 0.309907 -2.146775  0.2333
H: -1.356652 2.568797 -0.702935  0.2216
H: -1.759694 2.397632 0.816318  0.2233
H: 0.005602 2.660766 0.507241  0.2445

Forces on atoms 1 to 3 (eV/Å):
-0.2260 -0.4702 -1.1670
-1.0122 1.4372 0.9811
3.7313 -0.2428 -1.4200



Entry 4:
Molecular formula: C7H14N3
Method: DFT, wB97M-V/def2-TZVPD

The HOMO-LUMO gap comes out at 9.4 eV. Its structure (SMILES) is Cc1[nH+]ccn1CN(C)C. The LUMO energy is -2.947 eV. As for the total charge: +1. The relative energy (zero: lowest compared OMol25 entry of this formula, charge and spin) comes out at 118.0 kJ/mol.

Last column: natural (NBO) charge in e.
Atoms and positions in Å:
C: -1.256199 0.296613 2.080343  -0.6827
C: -0.036699 0.909351 1.502490  0.4808
N: 0.693190 1.718309 2.265533  -0.4743
C: 1.783875 2.167759 1.505140  -0.0547
C: 1.641921 1.631356 0.287260  -0.0465
N: 0.556433 0.750166 0.310065  -0.2971
C: -0.131101 0.276476 -0.925378  -0.0203
N: -0.281144 -1.115225 -1.175052  -0.4563
C: -1.521124 -1.628555 -1.758993  -0.4089
C: 0.845389 -1.851564 -1.745254  -0.4165
H: -1.775802 -0.394295 1.445736  0.2639
H: -0.951984 -0.177614 3.007485  0.2601
H: -1.953975 1.054245 2.427355  0.2611
H: 0.548532 1.875653 3.278477  0.4581
H: 2.549397 2.811919 1.888069  0.2606
H: 2.141641 1.762900 -0.637034  0.2505
H: 0.402168 0.769776 -1.743439  0.1922
H: -1.084085 0.753605 -0.744180  0.2129
H: -1.364728 -2.713809 -1.864567  0.2195
H: -2.367423 -1.482659 -1.081297  0.1975
H: -1.873780 -1.209334 -2.714756  0.1929
H: 0.498782 -2.883726 -1.823857  0.2193
H: 1.237994 -1.516443 -2.716020  0.1877
H: 1.698716 -1.804915 -1.068120  0.1999

Forces on atoms 1 to 3 (eV/Å):
0.0335 0.1937 0.3499
-0.3427 -0.8055 0.5469
1.1478 0.2690 -0.1047



Entry 5:
Molecular formula: C7H14N3O
Method: DFT, wB97M-V/def2-TZVPD

The HOMO-LUMO gap comes out at 9.2 eV. The LUMO energy is -3.208 eV. As for the total charge: +1. The relative energy (zero: lowest compared OMol25 entry of this formula, charge and spin) comes out at 438.3 kJ/mol.

Last column: natural (NBO) charge in e.
Atoms and positions in Å:
C: 0.309946 -0.168566 2.226258  0.5444
C: -2.563280 1.526857 -2.024422  -0.4239
C: -1.709818 1.531567 -3.225845  -0.4166
C: -1.640010 0.391732 -2.225190  -0.0692
C: -0.077889 -1.141042 -1.096406  0.5380
C: -1.020777 0.339102 2.294836  -0.7160
C: 3.673746 -0.995207 2.396060  -0.4366
N: 1.254865 -0.825112 2.104423  -0.0031
N: -0.408607 0.077362 -1.529226  -0.5856
N: 2.309938 -1.555477 2.101781  -0.3869
O: 0.810039 -1.343671 -0.332640  -0.6753
H: -2.294617 2.249142 -1.233277  0.2108
H: -3.562845 1.216910 -2.220717  0.2360
H: -2.109916 1.469483 -4.241199  0.2431
H: -0.793307 2.146942 -3.054118  0.2065
H: -2.169999 -0.471495 -2.490447  0.2110
H: -0.503807 -2.012422 -1.627689  0.1411
H: -1.694495 -0.434324 2.509276  0.2856
H: -1.253646 0.909579 1.417370  0.2733
H: -0.951354 1.015581 3.152841  0.2885
H: 4.195659 -1.091650 1.489147  0.2170
H: 3.590355 0.122621 2.456733  0.2350
H: 4.276870 -1.702175 3.076954  0.2543
H: -0.059875 0.911073 -1.189197  0.3898
H: 2.392821 -2.166809 1.264695  0.4385

Forces on atoms 1 to 3 (eV/Å):
2.0968 -2.5488 -0.9645
0.5610 0.7955 1.5270
1.9874 0.2518 0.1581



Entry 6:
Molecular formula: C7H14N3O2
Method: DFT, wB97M-V/def2-TZVPD

The HOMO-LUMO gap comes out at 10.4 eV. Its structure (SMILES) is C[NH+](C)/N=C([O-])/[NH+]=C1/OC1(C)C. The LUMO energy is -2.902 eV. As for the total charge: +1. The relative energy (zero: lowest compared OMol25 entry of this formula, charge and spin) comes out at 441.7 kJ/mol.

Last column: natural (NBO) charge in e.
Atoms and positions in Å:
C: 1.041375 1.634248 -1.435082  -0.4328
N: 0.588459 1.865248 -0.015744  -0.2298
C: -0.014134 3.132186 0.193639  -0.4594
N: -0.108640 0.594389 0.241143  -0.5342
C: -1.360708 0.732260 0.582699  0.7447
O: -2.062550 1.731710 0.625631  -0.6331
N: -2.047166 -0.651980 0.981051  -0.5721
C: -1.396353 -1.694640 0.775993  0.6662
O: -1.397809 -2.974904 0.597853  -0.3745
C: -0.079975 -2.260397 0.387784  0.2595
C: 1.035790 -2.564386 1.290565  -0.6579
C: 0.168131 -2.142724 -1.093617  -0.6815
H: 0.153159 1.445543 -2.085562  0.2347
H: 1.373162 2.575814 -1.903795  0.2379
H: 1.717798 0.687054 -1.458129  0.2500
H: 1.643051 1.873891 0.413567  0.4418
H: 0.820093 3.909330 -0.014999  0.2275
H: -0.848321 3.292619 -0.571793  0.2517
H: -0.582587 3.290644 1.115469  0.2790
H: -3.064974 -0.515975 1.249235  0.4705
H: 1.528466 -3.502886 0.918150  0.2550
H: 0.811583 -2.768456 2.295184  0.2471
H: 1.678802 -1.569029 1.313076  0.2564
H: -0.638132 -2.589663 -1.612509  0.2489
H: 1.149757 -2.441661 -1.525661  0.2521
H: -0.108276 -1.088237 -1.264147  0.2522

Forces on atoms 1 to 3 (eV/Å):
-0.5330 -0.6171 -1.8172
3.6054 -2.8623 -0.6642
-1.2189 3.9400 -1.6641



Electronic energy (computed, eV): -16609.645 -11942.398 -11948.453 -11949.697 -13993.261 -16040.365